[1]
ORCA calculation (the ωB97M-V functional and the def2-TZVPD basis) on a molecular structure, C42H26IN6O2W.

The value obtained for the energy relative to the best compared isomer or geometry (same formula, charge and spin) is 0.0 kJ/mol. As for the expectation value of S²: 2.019. As for the total charge: +1. The HOMO-LUMO gap (spin up / spin down) is 5.8 / 5.6 eV. The HOMO energy (spin up / spin down) is -10.4 / -10.3 eV. As for the spin multiplicity: 3.

Last column: Löwdin charge in e.
Element x y z (Å)
W -0.90374 -0.20519 -0.40602  1.5061
O -7.20746 0.47611 -3.50437  -0.0026
C -6.67766 -0.62743 -3.30809  -0.6723
O -7.03321 -1.80485 -3.46618  -0.0033
C -5.24947 -0.51047 -2.70010  -0.0369
C -4.68387 0.72467 -2.42294  0.0825
C -3.41549 0.80072 -1.90012  -0.1863
N -2.68518 -0.30171 -1.62107  -0.0748
C -3.22283 -1.50319 -1.92329  -0.2491
C -4.47814 -1.63800 -2.45909  0.0800
C -2.30986 -2.63546 -1.70824  -0.2345
C -2.68357 -3.95337 -1.88954  0.0302
C -1.71772 -4.93945 -1.79840  -0.0047
C -0.40429 -4.56797 -1.56540  -0.0106
C -0.12105 -3.23817 -1.34552  -0.0907
N -1.06074 -2.28187 -1.36990  -0.0147
C -2.70219 2.06617 -1.67277  -0.1896
C -3.23461 3.30619 -1.97642  0.0309
C -2.43723 4.42589 -1.83320  -0.0099
C -1.13025 4.26792 -1.40120  -0.0121
C -0.68437 3.00188 -1.08542  -0.0844
N -1.45889 1.91652 -1.20180  0.0075
H -5.27707 1.59943 -2.66133  0.1275
H -4.90547 -2.59792 -2.72282  0.1286
H -3.71158 -4.19606 -2.11782  0.1278
H -1.98396 -5.98010 -1.93180  0.1279
H 0.39634 -5.29370 -1.54143  0.1231
H 0.88543 -2.91744 -1.15049  0.1008
H -4.25094 3.39095 -2.33287  0.1263
H -2.82807 5.40761 -2.06758  0.1270
H -0.46167 5.11127 -1.29853  0.1211
H 0.31741 2.84724 -0.72218  0.1026
I -2.95823 -1.06365 1.46649  1.2947
C -1.53153 -1.92927 2.71216  -0.5808
C -1.99254 -2.42404 3.89215  -0.1420
C -1.07618 -3.04617 4.76747  -0.0556
C 0.23218 -3.13642 4.40455  -0.0158
C 0.69864 -2.62341 3.16591  -0.1529
C 2.06535 -2.76207 2.82163  -0.0208
C 2.50829 -2.30665 1.62083  -0.0598
C 1.61151 -1.67502 0.72825  -0.1504
C 0.27697 -1.47500 0.99436  -0.2424
C -0.19113 -1.98266 2.25649  -0.2252
H -3.03824 -2.35000 4.16264  0.0995
H -1.42492 -3.44697 5.71047  0.1168
H 0.95003 -3.61118 5.06270  0.1221
H 2.73616 -3.24027 3.52662  0.1214
H 3.54882 -2.41613 1.33758  0.1147
H 2.03472 -1.34668 -0.21126  0.0838
N 8.40658 3.53050 2.11226  0.1779
C 7.35826 3.18138 1.79781  -0.1663
C 6.03920 2.73934 1.40313  -0.2115
C 5.38773 3.36511 0.34374  -0.0013
C 4.12847 2.93582 -0.03717  -0.0135
C 3.50907 1.89155 0.64289  -0.1852
C 4.15897 1.27917 1.71215  -0.0034
C 5.42555 1.69364 2.08677  0.0012
C 2.15393 1.41141 0.26408  -0.0587
C 1.99442 0.84951 -1.00906  -0.2779
C 2.95639 0.75548 -2.03506  0.0126
C 2.35530 0.14470 -3.12234  -0.0329
C 1.04878 -0.15129 -2.72953  -0.1175
N 0.81670 0.25967 -1.46970  -0.1272
C 1.14297 1.58376 1.20391  -0.2558
C 1.20965 2.43156 2.33664  0.0245
C -0.06566 2.54809 2.84121  -0.0256
C -0.88463 1.75534 2.02145  -0.1445
N -0.18635 1.17365 1.04153  -0.1350
H 5.86884 4.18437 -0.17345  0.1289
H 3.61745 3.43019 -0.85478  0.1284
H 3.67349 0.46566 2.23873  0.1218
H 5.93989 1.21411 2.90886  0.1286
H 3.97841 1.09338 -1.96908  0.1212
H 2.79579 -0.07587 -4.08111  0.1106
H 0.27957 -0.65941 -3.29271  0.1164
H 2.10048 2.92067 2.69914  0.1269
H -0.39029 3.12931 3.69018  0.1117
H -1.94744 1.60459 2.11642  0.0650

=====

[2]
ORCA calculation (the ωB97M-V functional and the def2-TZVPD basis) on a molecular structure, C59H69AsNO2P3PdS.

As for the total charge: +2. The HOMO-LUMO gap (spin up / spin down) is 4.2 / 4.2 eV. The HOMO energy (spin up / spin down) is -12.2 / -12.2 eV.

Last column: Löwdin charge in e.
Element x y z (Å)
Pd 0.13034 1.18653 -0.39410  0.4343
C 4.17884 1.42930 -3.02841  -0.0806
C 2.77044 1.14737 -2.50810  -0.5175
C 1.72472 1.52943 -3.55160  -0.0990
P 2.27835 1.88198 -0.89161  1.0409
C 3.63709 1.75878 0.35114  -0.4908
C 3.11940 2.12993 1.73535  -0.1323
C 4.86563 2.62679 0.04812  -0.0857
C 1.94858 3.64523 -1.22402  -0.2494
C 2.89092 4.51238 -1.76881  -0.0316
C 2.54320 5.77445 -2.24190  -0.2373
C 3.55962 6.65935 -2.89510  -0.0258
C 1.20755 6.16532 -2.15922  0.0011
C 0.25376 5.35013 -1.58681  -0.0084
C 0.62253 4.10036 -1.07181  -0.2665
N -0.32799 3.23306 -0.49957  -0.0365
C -1.36486 3.72047 0.21366  -0.3817
C -1.42353 5.01335 0.80571  0.0116
C -2.55115 5.42045 1.45809  0.0078
C -3.66753 4.57880 1.59745  -0.2145
C -4.88479 5.05056 2.32324  -0.0162
C -3.58564 3.27558 1.11421  -0.0360
C -2.45112 2.81258 0.46679  -0.3037
P -2.27603 1.15578 -0.33246  1.0359
C -2.99895 1.44687 -2.03090  -0.5159
C -2.19779 2.42192 -2.88608  -0.0996
C -4.46542 1.88062 -1.99049  -0.0849
C -3.55934 0.14491 0.51776  -0.5223
C -3.21938 -0.17390 1.96605  -0.0986
C -4.00582 -1.10190 -0.25565  -0.0890
H 4.29525 0.92281 -3.98791  0.0934
H 4.96069 1.05314 -2.37099  0.0733
H 4.33893 2.49148 -3.21091  0.0758
H 2.71745 0.06788 -2.31441  0.0573
H 1.79106 2.59291 -3.78775  0.0881
H 0.70723 1.30123 -3.22884  0.0347
H 1.91387 0.97013 -4.46759  0.0941
H 3.92582 0.70247 0.32986  0.0805
H 2.71211 3.14443 1.73779  0.0829
H 3.95136 2.10191 2.43982  0.0988
H 2.35185 1.45080 2.09061  -0.0008
H 4.62750 3.68177 0.18758  0.0806
H 5.28315 2.49335 -0.94690  0.0561
H 5.64294 2.37505 0.77046  0.0955
H 3.92105 4.19717 -1.86206  0.0967
H 4.57320 6.35627 -2.63832  0.0855
H 3.42866 7.69841 -2.59528  0.0924
H 3.46173 6.61672 -3.98110  0.0979
H 0.90861 7.12669 -2.55776  0.1317
H -0.77805 5.66853 -1.55996  0.1212
H -0.55558 5.65490 0.76197  0.1275
H -2.57800 6.40374 1.91001  0.1334
H -4.98980 6.13224 2.27294  0.0923
H -4.81380 4.77487 3.37870  0.1067
H -5.78745 4.58945 1.92493  0.0929
H -4.42914 2.61582 1.27094  0.1179
H -2.93980 0.45956 -2.50470  0.0805
H -2.29150 3.44257 -2.51167  0.0792
H -2.60199 2.40865 -3.89875  0.0958
H -1.14053 2.17118 -2.94061  0.0379
H -4.57733 2.83064 -1.46609  0.0803
H -5.11968 1.14583 -1.52492  0.0715
H -4.82184 2.03156 -3.01008  0.0951
H -4.41900 0.82232 0.51450  0.0860
H -2.36370 -0.84683 2.02221  0.0474
H -4.06720 -0.68512 2.42335  0.0975
H -2.99484 0.71992 2.55068  0.0631
H -3.29039 -1.92373 -0.19616  0.0511
H -4.21512 -0.91338 -1.30684  0.0697
H -4.92839 -1.47943 0.18893  0.0981
C -0.32911 -2.15450 0.35770  -0.3811
C 0.12866 -3.60027 0.53804  -0.4051
As -0.19771 -4.77642 -1.03309  1.3160
C -0.01465 -6.46702 -0.07750  -0.4243
C -0.73692 -7.56203 -0.54901  -0.1204
C -0.58807 -8.80820 0.03636  -0.0729
C 0.29147 -8.97825 1.09706  -0.0749
C 1.02159 -7.89665 1.56440  -0.0806
C 0.86798 -6.64634 0.98158  -0.1208
C -2.15034 -4.61823 -0.96137  -0.4244
C -2.83194 -4.35740 -2.14717  -0.1317
C -4.21913 -4.26912 -2.16662  -0.0822
C -4.93537 -4.43206 -0.99193  -0.0876
C -4.26522 -4.69535 0.19697  -0.0812
C -2.88328 -4.79512 0.21029  -0.1112
P 0.75510 -1.01825 -0.58990  0.9652
C 2.38615 -1.34547 0.17188  -0.3623
C 3.56070 -1.79580 -0.42688  -0.0822
C 4.72142 -1.95758 0.31783  -0.0533
C 4.73108 -1.67460 1.67331  -0.0475
C 3.56536 -1.23552 2.28686  -0.0572
C 2.40873 -1.07990 1.54646  -0.1312
C 0.55760 -1.53943 -2.32037  -0.3734
C -0.73490 -1.33420 -2.81065  -0.1332
C -1.05856 -1.64259 -4.11925  -0.0651
C -0.09737 -2.18532 -4.96046  -0.0484
C 1.18118 -2.41754 -4.47888  -0.0507
C 1.50963 -2.09549 -3.17043  -0.0994
H -0.46270 -1.67170 1.32756  0.0521
H -1.30491 -2.11843 -0.13104  0.0425
H -0.43279 -4.02629 1.37184  0.0682
H 1.18567 -3.64902 0.80612  0.0524
H -1.43093 -7.44637 -1.37486  0.1023
H -1.15802 -9.64859 -0.33652  0.1098
H 0.40313 -9.94960 1.55878  0.1090
H 1.71511 -8.02383 2.38505  0.1064
H 1.45539 -5.82056 1.36635  0.0872
H -2.27737 -4.26527 -3.07079  0.0846
H -4.73977 -4.09766 -3.10033  0.1081
H -6.01656 -4.38720 -1.00362  0.1107
H -4.82730 -4.85499 1.10813  0.1103
H -2.37350 -5.05003 1.13347  0.1050
H 3.61347 -2.01721 -1.47956  0.0828
H 5.61994 -2.30838 -0.17120  0.1187
H 5.63803 -1.79858 2.24896  0.1186
H 3.55757 -1.00611 3.34439  0.1187
H 1.52444 -0.69996 2.04866  0.0766
H -1.50949 -0.93531 -2.15699  0.0594
H -2.06459 -1.47068 -4.47810  0.1153
H -0.34706 -2.43451 -5.98259  0.1175
H 1.93193 -2.85582 -5.12282  0.1187
H 2.50951 -2.31558 -2.83746  0.0832
O 1.56835 -1.59116 7.78169  0.1407
C 1.51376 -0.26327 7.58428  -0.4747
O 1.80740 0.50361 8.45113  0.1555
C 1.06352 0.22069 6.22887  -0.1022
C 1.40938 1.52846 5.88909  0.0146
C 1.01818 2.05416 4.67738  -0.0798
C 0.25188 1.29085 3.78299  -0.6394
S -0.20970 1.97512 2.25841  0.8431
C -0.10436 -0.01759 4.13999  -0.1011
C 0.30465 -0.55031 5.34715  -0.0069
H 1.41338 -2.08267 6.96738  0.0996
H 1.98056 2.11198 6.59777  0.1331
H 1.29935 3.06166 4.40195  0.1107
H -0.71746 -0.60302 3.46817  0.0796
H -0.01312 -1.55254 5.60856  0.1226

=====

[3]
ORCA calculation (the ωB97M-V functional and the def2-TZVPD basis) on a molecular structure, C33H46KN8SSi3 in a non-equilibrium geometry.

As for the total charge: -1. The HOMO-LUMO gap (spin up / spin down) is 6.2 / 1.9 eV. The HOMO energy (spin up / spin down) is -4.4 / -2.1 eV.

Last column: Löwdin charge in e.
Element x y z (Å)
K -1.25764 0.79370 0.54174  0.5543
C -3.28545 3.52728 -3.41903  -0.0509
C -3.06376 2.56078 -2.27121  -0.2934
N -2.25651 2.86189 -1.22654  -0.0024
N -1.85178 4.09588 -1.37015  -0.1066
C -0.70444 4.49791 -0.73617  -0.9538
N -0.65730 5.83700 -0.91788  0.0301
S 0.36516 3.55466 0.16629  0.4578
C -3.74729 1.33589 -2.17244  -0.2213
C -4.86095 1.02747 -3.06984  -0.0394
C -5.66729 -0.05592 -2.92178  -0.1009
C -5.35160 -0.97080 -1.86212  -0.0740
C -4.21565 -0.65234 -1.06710  -0.1563
N -3.47019 0.44739 -1.17586  0.0368
H -3.34618 4.52423 -2.95824  0.0629
H -4.20247 3.36180 -3.95542  0.0383
H -2.45122 3.53934 -4.13967  0.0814
H -1.35449 6.32019 -1.54732  0.1165
H 0.15962 6.40443 -0.69630  0.0808
H -5.20251 1.76574 -3.78915  0.0836
H -6.46193 -0.33137 -3.64942  0.1082
H -6.03613 -1.74823 -1.50319  0.0876
H -4.02657 -1.24116 -0.15999  0.1028
C -5.41364 4.74576 3.19589  -0.1208
C -5.38064 3.82461 4.27922  -0.0937
C -4.51815 2.71962 4.18146  -0.0341
C -3.87144 2.45791 2.93791  -0.2693
C -3.96346 3.38685 1.87858  -0.0199
C -4.81415 4.47756 1.97027  -0.1036
N -3.12198 1.29601 2.72192  0.0130
N -3.15792 0.46272 3.71689  0.0174
C -2.44700 -0.71725 3.63206  -0.3376
C -2.66539 -1.67120 4.68994  -0.0197
C -2.17087 -2.98589 4.50703  -0.0608
C -1.56858 -3.25195 3.21927  -0.0688
C -1.26031 -2.20547 2.34889  -0.1753
N -1.65202 -0.95789 2.54368  0.0136
H -5.89518 5.75284 3.25305  0.1002
H -6.06775 3.97301 5.09869  0.0839
H -4.30359 2.01116 5.01572  0.1003
H -3.35256 3.18620 0.99050  0.0856
H -4.98610 5.15965 1.13517  0.1020
H -3.36823 -1.38184 5.51921  0.1133
H -2.26168 -3.72894 5.26851  0.0805
H -1.33933 -4.23119 2.83214  0.0835
H -0.64691 -2.31529 1.45896  0.0700
C 2.30589 -3.99970 1.99824  -0.1797
Si 2.55249 -3.54579 0.12579  0.4262
C 0.72256 -3.50540 -0.64134  -0.1696
C 3.36141 -5.11440 -0.60880  -0.1911
C 3.40289 -1.99444 -0.31890  -0.3780
Si 3.97566 -0.89023 1.10037  0.3861
C 4.99920 -1.89362 2.40740  -0.1746
C 5.15871 0.42017 0.61356  -0.2113
C 2.68965 0.05901 2.06897  -0.1721
Si 3.91218 -1.82681 -2.09950  0.4971
C 5.80079 -1.49029 -2.41304  -0.1795
C 3.42779 -3.15785 -3.32605  -0.1747
C 3.06072 -0.23071 -2.69348  -0.3653
C 3.67104 0.93421 -2.96707  -0.0930
C 2.90036 2.08549 -3.34087  -0.0566
C 1.54600 1.89521 -3.52052  -0.0898
C 1.00519 0.65252 -3.17381  -0.1166
N 1.73384 -0.37343 -2.61862  0.0751
H 1.55805 -4.81130 2.04198  0.0315
H 2.01491 -3.16512 2.59569  -0.0034
H 3.24451 -4.38634 2.30220  -0.0057
H 0.43422 -4.57854 -0.82937  0.0304
H 0.62731 -2.80824 -1.49407  0.0137
H 0.00873 -3.11790 0.08126  -0.0374
H 2.47519 -5.74484 -0.85440  0.0309
H 3.94757 -5.68505 0.08755  0.0082
H 3.97121 -4.91818 -1.49007  0.0009
H 5.64785 -2.62598 2.01318  0.0031
H 4.40617 -2.35430 3.21031  0.0214
H 5.62840 -1.12329 2.82531  0.0088
H 6.16521 0.01303 0.38813  0.0352
H 5.23249 1.11427 1.49506  0.0446
H 4.82057 1.04434 -0.22253  0.0246
H 2.01829 -0.60020 2.62220  0.0178
H 2.05654 0.76897 1.50741  0.0247
H 3.22028 0.75165 2.73458  0.0320
H 6.37858 -2.37616 -2.15344  0.0206
H 6.17748 -0.66418 -1.86252  -0.0203
H 5.91054 -1.11512 -3.44426  0.0288
H 4.31072 -3.72413 -3.59573  0.0254
H 3.02251 -2.71642 -4.19552  0.0131
H 2.68151 -3.80349 -2.84157  0.0146
H 4.76698 1.01312 -3.03382  0.0994
H 3.39154 3.01102 -3.63421  0.0994
H 0.86887 2.64165 -3.98379  0.1096
H -0.03913 0.47405 -3.35604  0.0936

=====

[4]
ORCA calculation (the ωB97M-V functional and the def2-TZVPD basis) on 2 unconnected molecules or ions with the total composition C5H11NO2.

The SMILES is CC(=O)ON.C=CC. The value obtained for the energy relative to the best compared isomer or geometry (same formula, charge and spin) is 251.6 kJ/mol. The HOMO-LUMO gap is 10.7 eV. The HOMO energy is -9.7 eV.

Last column: Löwdin charge in e.
Element x y z (Å)
C 1.88191 0.01682 -1.25300  -0.1007
C 1.54608 0.36812 0.15705  -0.2539
N -0.95890 -1.92258 0.58093  0.0819
C 1.84100 -0.37773 1.20681  -0.0298
O -1.28865 -0.82118 -0.25310  -0.0836
H 0.05939 -1.90912 0.67373  0.0599
H -1.35675 -1.70563 1.50094  0.0838
H 2.43039 0.83135 -1.72408  0.0737
H 2.48311 -0.88808 -1.29765  0.0751
H 0.96760 -0.14316 -1.82482  0.0675
H 1.56901 -0.08787 2.20788  0.0603
H 2.38562 -1.30460 1.10815  0.0622
C -2.14623 1.31764 -0.64526  0.0223
C -1.77045 0.26971 0.36174  -0.5693
O -1.89518 0.34812 1.55594  0.0875
H 1.01126 1.30042 0.29040  0.0980
H -1.64076 1.13140 -1.58753  0.0812
H -3.22272 1.27574 -0.80233  0.0930
H -1.89574 2.30066 -0.25581  0.0908